[1]
{
  "formula": "C22H47NO4RuSi2",
  "method": "ωB97M-V with the def2-TZVPD basis set",
  "symbols": ["O", "O", "C", "C", "H", "H", "H", "H", "H", "C", "C", "H", "H", "H", "H", "H", "C", "C", "C", "H", "H", "H", "H", "H", "C", "H", "H", "H", "H", "H", "H", "Ru", "C", "Si", "H", "H", "C", "C", "C", "C", "Si", "H", "H", "C", "C", "C", "H", "H", "H", "H", "H", "H", "H", "H", "H", "H", "H", "H", "H", "H", "H", "H", "H", "H", "O", "C", "O", "C", "C", "C", "C", "C", "N", "H", "H", "H", "H"],
  "xyz": [[-0.92567, -1.88403, -0.79948], [-2.21795, -0.25321, -2.55429], [0.24049, -2.68445, -1.03877], [0.62371, -3.69970, 0.01635], [1.05102, -1.96577, -1.21579], [0.04666, -3.17407, -2.00209], [0.87155, -3.18726, 0.95891], [1.52095, -4.22595, -0.34630], [-0.16905, -4.44451, 0.18781], [-1.85396, -2.17896, 0.30477], [-3.05992, -2.81642, -0.34554], [-2.10027, -1.20914, 0.78402], [-1.39935, -2.81324, 1.09267], [-3.59264, -2.09255, -0.97761], [-3.78107, -3.22021, 0.37280], [-2.74800, -3.65249, -0.98592], [-3.30984, 0.68995, -2.66496], [-2.04304, -1.17345, -3.63955], [-4.44233, 0.20294, -1.80069], [-3.61633, 0.83106, -3.71857], [-2.91870, 1.64676, -2.28740], [-4.79290, -0.76401, -2.18087], [-5.26855, 0.91805, -1.82389], [-4.10765, 0.08339, -0.76398], [-3.23285, -2.04738, -3.95838], [-1.21651, -1.83161, -3.34107], [-1.73063, -0.62884, -4.54483], [-3.54860, -2.65727, -3.10934], [-2.96615, -2.75472, -4.74939], [-4.09092, -1.47935, -4.31943], [-0.74181, -0.08253, -0.96885], [0.48137, 1.33854, 1.16130], [-0.42266, 0.99841, -0.68367], [0.49652, 1.60481, -2.26918], [-1.32577, 1.62015, -0.66368], [1.14276, 1.77233, -0.23068], [1.28600, 0.14274, -3.16610], [1.90016, 2.86902, -2.06768], [-0.56385, 2.48959, -3.56737], [2.11729, 0.23379, 0.92678], [3.41453, 1.15833, 1.97155], [2.45169, 0.16047, -0.11622], [1.93762, -0.79113, 1.26035], [4.03540, 2.60187, 0.95054], [4.83938, 0.00232, 2.39333], [2.84522, 1.85598, 3.61203], [0.12130, 3.01853, -4.24991], [-1.22516, 3.22249, -3.08801], [-1.17269, 1.77585, -4.14475], [2.16361, -0.25640, -2.63284], [1.60620, 0.51639, -4.14805], [0.55978, -0.67243, -3.31339], [2.58713, 2.70580, -1.22666], [1.46764, 3.88346, -1.98770], [2.47552, 2.80616, -3.00767], [5.09713, -0.63393, 1.53635], [4.56903, -0.63909, 3.24442], [5.71966, 0.60145, 2.67071], [2.44535, 1.07347, 4.27321], [2.08799, 2.64317, 3.51200], [3.70210, 2.30901, 4.12992], [4.91770, 3.03689, 1.45149], [3.26339, 3.37996, 0.88203], [4.32691, 2.28355, -0.05682], [-1.27440, 3.27278, 4.24663], [-0.77090, 2.42144, 3.52166], [-0.48011, 2.65129, 2.23062], [-0.45609, 1.05417, 4.03540], [-0.54083, 0.71111, 5.39517], [-0.20267, -0.58391, 5.77539], [0.15022, -1.49538, 4.76680], [0.15924, -1.08106, 3.43584], [-0.06953, 0.19859, 3.06702], [-0.88276, 1.47376, 6.09694], [-0.20736, -0.86696, 6.83781], [0.37663, -2.53698, 5.02754], [0.37063, -1.78144, 2.62718]],
  "forces_ev_per_angstrom": [[-0.2, 0.0, 1.5], [-0.3, 0.2, -0.7], [-0.4, 0.1, -0.4], [0.1, 0.0, 0.0], [0.0, -0.2, 0.2], [0.2, -0.2, 0.1], [0.0, -0.3, -0.2], [-0.3, 0.1, 0.2], [0.3, 0.3, 0.0], [0.5, 0.1, -0.6], [-0.6, -0.3, 0.0], [0.1, -0.4, -0.3], [-0.1, 0.3, -0.6], [0.4, -0.3, 0.3], [0.1, 0.1, 0.1], [0.0, 0.2, 0.2], [0.6, -0.4, -0.1], [0.1, 0.1, 0.1], [-0.4, 0.0, -0.1], [0.2, -0.1, 0.4], [-0.2, -0.2, -0.2], [-0.1, 0.3, 0.2], [0.0, -0.1, 0.1], [-0.1, 0.0, -0.2], [-0.3, -0.3, -0.1], [-0.1, 0.3, 0.0], [0.0, 0.0, 0.1], [0.1, 0.2, 0.0], [0.1, 0.2, 0.0], [0.0, 0.0, 0.0], [1.0, 0.7, -0.1], [-0.6, -0.9, 1.7], [-1.6, -0.7, 0.0], [0.9, 0.3, -2.9], [0.2, 0.5, -0.2], [-0.4, 0.1, -1.0], [-0.2, -0.4, 0.6], [-0.3, 0.0, 0.4], [-0.5, -0.3, 0.5], [1.6, -0.4, 0.2], [1.0, -0.2, 0.1], [0.1, 0.0, 0.1], [-0.1, 0.0, 0.2], [0.0, 0.0, 0.1], [-0.1, 0.0, -0.2], [-0.4, 0.0, 0.2], [-0.2, -0.2, 0.3], [0.1, 0.0, -0.3], [0.2, 0.3, 0.2], [-0.2, 0.1, -0.2], [0.0, 0.0, 0.2], [0.3, 0.3, 0.0], [-0.1, 0.2, -0.3], [0.3, -0.4, 0.0], [-0.2, 0.1, 0.3], [0.1, 0.1, 0.2], [0.1, 0.1, -0.2], [-0.2, -0.2, 0.0], [0.1, 0.2, -0.1], [0.1, -0.1, 0.0], [-0.1, -0.1, -0.2], [-0.3, -0.1, -0.2], [0.2, 0.0, -0.1], [0.0, 0.2, 0.1], [0.8, -1.5, -1.0], [-0.9, 2.8, 0.7], [-0.6, 0.0, 1.8], [0.2, -0.4, -0.1], [-0.1, 0.2, -0.6], [0.2, 0.1, -0.2], [-0.3, 0.0, 0.1], [0.3, 0.1, 0.0], [-0.4, -0.6, 0.7], [0.2, -0.2, -0.2], [0.0, 0.1, -0.6], [-0.1, 0.5, -0.3], [0.1, 0.2, 0.3]],
  "relative_energy_kj_mol": 349.4,
  "lumo_energy_ha": [-0.1169, -0.2693],
  "total_charge": 1,
  "spin_multiplicity": 6
}



[2]
{
  "formula": "C22H47NO4Si2Ti",
  "method": "ωB97M-V with the def2-TZVPD basis set",
  "symbols": ["O", "O", "C", "C", "H", "H", "H", "H", "H", "C", "C", "H", "H", "H", "H", "H", "C", "C", "C", "H", "H", "H", "H", "H", "C", "H", "H", "H", "H", "H", "H", "Ti", "C", "Si", "H", "H", "C", "C", "C", "C", "Si", "H", "H", "C", "C", "C", "H", "H", "H", "H", "H", "H", "H", "H", "H", "H", "H", "H", "H", "H", "H", "H", "H", "H", "O", "C", "O", "C", "C", "C", "C", "C", "N", "H", "H", "H", "H"],
  "xyz": [[-0.97054, -2.14049, -2.60678], [2.37608, 3.03849, -5.07316], [-0.10426, -3.31514, -3.08460], [-0.55049, -4.64887, -2.57298], [0.86659, -3.02990, -2.68281], [-0.02351, -3.23309, -4.17881], [-0.61593, -4.68337, -1.47617], [0.16172, -5.44297, -2.82314], [-1.52330, -4.93917, -2.99892], [-2.06442, -1.63319, -3.41677], [-1.61561, -1.42730, -4.86062], [-2.28821, -0.65459, -2.97048], [-2.95155, -2.26294, -3.30812], [-0.60146, -0.98567, -4.88247], [-2.32667, -0.73554, -5.32449], [-1.63065, -2.34334, -5.45899], [1.05363, 3.55832, -5.30361], [2.89456, 1.75860, -5.56169], [-0.17325, 2.60252, -5.42131], [0.99558, 4.26904, -6.15752], [0.85534, 4.10254, -4.37148], [-0.21862, 2.02536, -6.34406], [-1.04819, 3.26518, -5.40647], [-0.33445, 1.94055, -4.55875], [2.59641, 1.44323, -7.00307], [2.49257, 0.96561, -4.90526], [3.97335, 1.85412, -5.39409], [1.64378, 0.92929, -7.07907], [3.32968, 0.71100, -7.39145], [2.61095, 2.31452, -7.67793], [1.70965, 2.16532, -2.70342], [-1.25296, -1.34310, -0.92677], [1.46813, 1.25687, -2.26027], [3.03376, 0.85026, -1.34933], [1.28952, 0.53082, -3.09876], [0.54606, 1.41829, -1.67212], [3.85895, -0.65899, -2.11080], [2.83689, 0.49229, 0.49756], [3.91773, 2.51487, -1.54206], [-2.97738, -1.87301, -0.18015], [-3.83991, -0.25925, -0.50310], [-2.78885, -2.09787, 0.88844], [-3.48945, -2.76902, -0.62931], [-5.31050, -0.61969, -1.61185], [-2.96523, 1.25502, -1.31228], [-4.33787, 0.39688, 1.18779], [3.56783, 3.09768, -2.41093], [5.00007, 2.42478, -1.65658], [3.72009, 3.13424, -0.66100], [3.37310, -1.58819, -1.77569], [4.91322, -0.70326, -1.81005], [3.83311, -0.64345, -3.20688], [2.71680, -0.58641, 0.71346], [1.96569, 1.01584, 0.91809], [3.75270, 0.85816, 0.99597], [-3.72665, 1.74151, -1.94908], [-2.08882, 1.09289, -1.96901], [-2.66839, 2.00070, -0.55692], [-5.20262, 1.06876, 1.12492], [-3.52256, 0.93698, 1.68729], [-4.61559, -0.46362, 1.80810], [-6.19823, -0.05972, -1.29665], [-5.53085, -1.68933, -1.53400], [-5.11698, -0.38325, -2.66418], [1.08065, -3.03446, 1.74799], [0.39551, -2.30960, 1.04280], [-0.05552, -2.61403, -0.18915], [-0.04885, -0.95870, 1.46747], [-0.07394, -0.60212, 2.80550], [-0.40101, 0.69677, 3.15122], [-0.57442, 1.61905, 2.12226], [-0.53739, 1.22218, 0.80170], [-0.41586, -0.09577, 0.45763], [0.06401, -1.40460, 3.51814], [-0.51190, 0.98557, 4.19852], [-0.77874, 2.65891, 2.33643], [-0.58704, 1.93140, -0.02189]],
  "forces_ev_per_angstrom": [[0.6, -2.1, -2.9], [0.0, -0.4, -0.5], [0.3, 1.3, 0.1], [-0.8, -0.5, 0.4], [-0.1, -0.1, 0.1], [-0.3, -0.1, 0.4], [0.0, 0.4, -0.3], [0.1, 0.3, -0.3], [0.2, 0.1, 0.1], [0.7, -0.3, -0.8], [-0.2, 0.3, 0.0], [-0.1, -0.1, -0.2], [0.1, -0.1, -0.1], [-0.5, -0.1, 0.0], [0.2, 0.0, -0.1], [0.1, 0.1, 0.2], [-0.6, -0.8, 0.4], [-0.7, 1.1, 0.7], [0.2, 0.3, 0.2], [0.4, -0.5, 0.4], [0.2, 0.3, -0.4], [0.1, 0.0, 0.0], [0.1, 0.0, -0.2], [0.5, 0.1, -0.2], [0.2, -0.5, -0.7], [0.3, 0.2, -0.2], [-0.3, 0.0, 0.1], [-0.3, 0.2, -0.2], [-0.1, 0.4, 0.2], [0.0, -0.2, 0.4], [0.1, 1.7, -1.1], [1.9, 1.5, 2.2], [-1.4, -2.0, 0.0], [0.0, 0.1, 0.9], [-0.1, 0.5, 0.7], [0.5, -0.4, -0.2], [0.2, 0.1, -0.2], [0.1, -0.1, -0.2], [0.4, 0.1, -0.3], [-1.6, -1.3, 0.2], [-1.1, 0.6, 1.1], [-0.1, 0.4, -0.4], [0.4, 0.9, 0.3], [-0.1, -0.2, -0.1], [0.2, 0.0, -0.3], [-0.3, 0.0, 0.0], [0.1, -0.4, 0.2], [0.1, 0.0, 0.2], [0.1, -0.1, 0.0], [0.1, 0.3, 0.0], [-0.2, -0.1, 0.0], [0.0, 0.0, 0.1], [0.1, 0.5, -0.1], [0.4, -0.1, 0.0], [-0.4, -0.2, 0.0], [0.2, -0.3, 0.1], [-0.2, 0.2, 0.2], [-0.1, -0.5, -0.2], [0.1, 0.0, 0.0], [-0.1, -0.2, -0.1], [0.0, 0.2, 0.0], [0.1, -0.1, -0.1], [-0.2, 0.2, -0.1], [0.0, 0.0, 0.1], [-0.5, 0.1, -0.7], [-0.1, 0.2, 0.4], [0.9, -0.6, 0.6], [0.7, -0.7, 1.0], [-0.3, -0.3, -0.5], [-0.1, -0.5, 1.3], [-0.2, 0.7, -1.6], [-0.1, 0.5, 1.0], [-0.3, 0.0, -1.0], [0.3, 0.2, 0.1], [0.1, 0.0, -0.4], [0.2, 0.1, 0.0], [-0.2, -0.1, 0.3]],
  "lumo_energy_ha": [0.0021, 0.0015],
  "total_charge": 0,
  "spin_multiplicity": 3
}



[3]
{
  "formula": "C22H48B2Cl2N5O4",
  "method": "ωB97M-V with the def2-TZVPD basis set",
  "symbols": ["C", "C", "C", "N", "C", "B", "O", "C", "C", "N", "C", "N", "C", "C", "C", "C", "C", "O", "C", "C", "N", "C", "Cl", "C", "C", "Cl", "C", "N", "C", "C", "B", "O", "O", "C", "C", "H", "H", "H", "H", "H", "H", "H", "H", "H", "H", "H", "H", "H", "H", "H", "H", "H", "H", "H", "H", "H", "H", "H", "H", "H", "H", "H", "H", "H", "H", "H", "H", "H", "H", "H", "H", "H", "H", "H", "H", "H", "H", "H", "H", "H", "H", "H", "H"],
  "xyz": [[3.65675, -3.21052, 3.15503], [2.16122, -3.55116, 3.08150], [1.49398, -3.27379, 1.72299], [0.58076, -2.12383, 1.71268], [0.99700, -0.92102, 1.04213], [2.42714, -0.32361, 1.52389], [3.50118, -0.52228, 0.70435], [2.59677, 0.51479, 2.84879], [1.86251, 0.03864, 4.11389], [-0.01312, 0.15702, 1.30414], [0.15892, 1.10065, 0.36076], [-0.23871, 2.34959, 0.47394], [-0.84757, 2.92877, 1.67698], [-1.61647, 4.18139, 1.29990], [-2.79811, 3.91823, 0.35579], [-2.52426, 4.17590, -1.13949], [-2.77937, 2.94477, -1.98818], [-4.15601, 2.64834, -1.92675], [-4.45820, 1.27283, -2.09908], [-5.95776, 1.11999, -2.29775], [0.75163, 0.58742, -0.72180], [1.52000, 1.30270, -1.67827], [0.43705, 1.87887, -3.02106], [2.42619, 2.42230, -1.10201], [3.85013, 2.31669, -1.62456], [1.81185, 4.07601, -1.39381], [0.79318, -0.96521, -0.50396], [1.78495, -1.66271, -1.22457], [1.55944, -1.89914, -2.66431], [0.95857, -3.26952, -2.97288], [-0.71312, -1.48724, -0.87549], [-1.62094, -0.63828, -1.45381], [-1.02879, -2.75408, -0.60196], [-2.34959, -3.27041, -0.84719], [-2.41770, -4.68036, -0.31366], [3.94222, -2.46749, 2.40821], [3.94294, -2.83540, 4.13811], [4.26873, -4.09236, 2.97106], [1.61764, -3.01219, 3.86223], [2.02765, -4.60622, 3.31839], [2.24176, -3.11736, 0.94279], [0.91876, -4.14724, 1.41154], [0.20130, -1.94095, 2.63163], [4.31215, -0.08986, 1.01311], [2.30811, 1.55572, 2.64158], [3.66751, 0.56527, 3.07587], [1.81097, 0.83365, 4.85647], [2.39140, -0.79250, 4.57656], [0.83622, -0.28369, 3.92613], [-0.19346, 0.45903, 2.25080], [-0.11320, 2.96395, -0.32317], [-0.06221, 3.16373, 2.40114], [-1.52032, 2.19493, 2.12577], [-1.97161, 4.62531, 2.23032], [-0.91520, 4.90020, 0.86436], [-3.64029, 4.52197, 0.68783], [-3.11998, 2.87761, 0.46665], [-3.19135, 4.95597, -1.50751], [-1.49710, 4.52086, -1.30177], [-2.19762, 2.08859, -1.61184], [-2.47820, 3.12346, -3.02899], [-3.90302, 0.87228, -2.95653], [-4.11664, 0.71290, -1.21825], [-6.46445, 0.83552, -1.37658], [-6.37729, 2.06018, -2.65068], [-6.17577, 0.35107, -3.03806], [2.15379, 0.58064, -2.18298], [2.41628, 2.32257, -0.01773], [4.53839, 2.82195, -0.94815], [4.15316, 1.27210, -1.70668], [3.93849, 2.78995, -2.60025], [2.71005, -1.29644, -1.04656], [2.53165, -1.81821, -3.15108], [0.93912, -1.10621, -3.10276], [1.28847, -3.61609, -3.95251], [-0.12937, -3.24996, -2.99510], [1.26498, -3.98546, -2.21202], [-1.24234, 0.07634, -1.98547], [-3.07128, -2.62038, -0.34920], [-2.54544, -3.23555, -1.92109], [-3.28214, -5.19931, -0.72768], [-2.50850, -4.68776, 0.77151], [-1.51455, -5.22693, -0.58557]],
  "forces_ev_per_angstrom": [[0.0, 0.0, 0.0], [0.1, 0.0, 0.0], [-0.1, -0.1, -0.1], [0.0, 0.1, 0.2], [0.0, 0.3, -0.1], [0.0, -0.2, 0.1], [0.1, 0.4, -0.1], [0.1, -0.1, 0.1], [0.0, 0.2, 0.0], [0.1, 0.0, 0.2], [-0.3, 0.2, -0.1], [0.0, 0.1, 0.0], [0.2, 0.0, 0.0], [-0.1, 0.0, 0.1], [0.0, 0.0, -0.1], [-0.1, -0.2, 0.1], [-0.1, -0.1, 0.0], [0.0, 0.1, 0.1], [0.0, -0.1, 0.0], [0.0, -0.1, 0.0], [0.7, -0.2, 0.3], [-0.5, 0.1, -0.4], [0.0, 0.0, -0.1], [0.1, 0.0, 0.0], [0.1, 0.1, 0.0], [0.0, 0.1, 0.1], [-0.2, -0.5, -0.2], [0.0, 0.6, -0.2], [0.0, -0.1, 0.0], [-0.1, 0.0, -0.1], [0.2, 0.2, -0.1], [0.0, -0.1, -0.4], [-0.1, -0.2, 0.3], [0.1, 0.1, 0.0], [0.0, 0.0, 0.0], [0.0, 0.1, 0.1], [0.0, 0.0, 0.0], [0.0, 0.0, -0.1], [0.0, 0.0, 0.0], [0.0, 0.0, 0.1], [0.0, 0.0, 0.0], [0.0, 0.0, 0.0], [0.1, 0.0, 0.0], [-0.1, -0.2, 0.0], [0.0, 0.0, -0.1], [0.0, 0.1, 0.0], [0.0, 0.0, 0.0], [-0.1, -0.1, -0.1], [0.0, 0.0, 0.0], [0.0, 0.0, 0.0], [0.0, -0.1, 0.0], [0.0, 0.0, 0.0], [-0.1, 0.0, -0.1], [0.0, 0.0, 0.0], [0.0, 0.0, 0.0], [0.0, 0.0, -0.1], [-0.1, 0.0, 0.1], [0.1, 0.1, 0.0], [0.0, 0.0, 0.0], [0.0, 0.1, 0.0], [0.0, -0.1, 0.0], [0.0, 0.1, -0.1], [0.0, 0.0, 0.0], [0.0, 0.1, 0.0], [0.0, 0.0, 0.0], [0.0, 0.0, 0.0], [0.0, -0.1, 0.1], [0.0, -0.1, 0.0], [0.0, 0.0, 0.0], [0.0, 0.0, 0.1], [0.0, -0.1, -0.1], [0.0, -0.2, 0.1], [0.0, 0.0, 0.0], [0.0, 0.0, 0.0], [0.0, 0.0, 0.0], [0.0, 0.0, 0.1], [0.1, 0.0, -0.1], [-0.1, 0.0, 0.3], [-0.1, 0.0, -0.1], [0.0, 0.0, 0.0], [0.0, 0.0, 0.0], [0.1, 0.0, 0.0], [0.0, 0.0, -0.1]],
  "relative_energy_kj_mol": 0.0,
  "lumo_energy_ha": -0.0817,
  "total_charge": 1
}